(1)
Here is 21 unconnected molecules or ions with the total composition H43O21 at a distorted geometry from the OMol25 dataset. Energies are from ωB97M-V with the def2-TZVPD basis set.

Last column: Löwdin charge in e.
CARTESIAN COORDINATES (ANGSTROEM)
O  1.3848  0.0280  -3.1970  -0.03
O  3.0511  -1.6262  1.9873  -0.07
O  0.2097  -0.6015  0.3140  -0.07
O  1.1690  -2.0562  -1.2869  0.14
O  -0.4958  -4.1054  2.0186  0.30
O  -3.7505  -1.8700  1.8434  -0.03
O  -1.6824  0.2862  2.2270  -0.06
O  -1.9986  -3.1533  -0.5770  -0.03
O  -0.3966  2.7743  -1.1395  -0.03
O  3.8763  1.9788  1.9337  -0.03
O  -4.2413  1.5778  0.2849  -0.03
O  -0.3667  2.2682  -3.8346  -0.05
O  -3.2560  1.1543  -2.1834  -0.06
O  4.4778  -0.4042  0.0837  -0.04
O  -1.7227  3.1430  3.9134  -0.04
O  -1.5157  -0.5203  -4.3268  -0.04
O  -1.1630  0.0235  -1.6823  -0.05
O  -0.2968  -1.6386  3.3499  0.12
O  2.4144  3.6339  -1.1459  -0.04
O  3.2473  -3.7935  0.1129  -0.06
O  1.4839  1.6592  0.8215  -0.06
H  0.6533  0.6637  -3.1956  0.00
H  -0.9783  -0.8256  -3.5918  -0.01
H  -1.8376  -3.9702  -1.0579  0.07
H  -4.0452  -2.5145  1.2046  0.04
H  -0.4429  -3.3939  2.6820  0.06
H  2.3733  2.7386  -0.7809  0.00
H  -1.1469  2.8127  -3.6961  0.06
H  -3.2956  0.9066  -1.2393  0.02
H  2.0448  -1.6515  -1.3919  0.12
H  5.1071  0.2900  -0.1140  0.05
H  -1.7544  -0.2774  1.4376  0.03
H  -4.5848  1.1364  1.0610  0.05
H  3.3136  3.9632  -1.0703  0.05
H  -0.3958  -0.6757  3.2058  0.07
H  -1.7463  0.3173  -3.9117  -0.01
H  -0.5144  -0.2122  -0.3255  0.06
H  -1.1707  0.9540  -1.9487  0.04
H  -4.7103  2.3742  0.0333  0.07
H  1.0210  -0.0712  0.4660  0.06
H  -0.8547  3.1376  4.3278  0.03
H  0.6738  -1.7431  3.4164  0.10
H  -1.4170  -4.4388  2.0548  0.14
H  2.1519  0.5537  -3.4400  0.07
H  4.2258  2.2805  1.0965  0.05
H  -2.6421  0.0860  2.3621  0.06
H  3.3008  -2.0668  2.8132  0.06
H  0.6942  2.2058  0.9237  0.06
H  2.0425  1.8601  1.5966  0.04
H  0.5875  -1.6380  -1.9452  0.09
H  -1.0660  3.2766  -1.5964  0.05
H  2.6012  -4.4392  0.4352  0.04
H  0.7612  -1.7827  -0.2355  0.16
H  3.5571  2.7171  2.4630  0.07
H  -2.8333  -2.7534  -0.8236  0.04
H  0.4262  3.1953  -0.8862  0.01
H  -4.0667  1.6550  -2.3222  0.07
H  3.2749  -3.4160  1.0196  0.01
H  -4.0156  -1.8873  2.7588  0.06
H  -0.3943  2.0561  -4.7792  0.09
H  3.7942  -1.0000  1.9365  0.04
H  4.6065  -1.1596  -0.4925  0.05
H  -1.9640  -0.3689  -1.3436  0.07
H  -1.7623  2.3473  3.3767  -0.01

Output
Orbital gap (spin up / spin down) in eV: 9.563 / 2.271
2S+1: 2
Total charge: +2


(2)
Here is a molecular structure, C6H8S at a distorted geometry from the OMol25 dataset. Energies are from ωB97M-V with the def2-TZVPD basis set.

Last column: Löwdin charge in e.
CARTESIAN COORDINATES (ANGSTROEM)
S  0.5760  2.3541  -0.3221  0.71
C  0.1328  0.8920  0.2346  -0.80
C  -2.6094  0.5188  -1.9103  0.09
C  -0.9114  -0.0874  0.1020  0.01
C  -0.3575  -0.9909  0.9596  0.00
C  0.7960  -0.1227  1.1846  -0.40
C  2.1296  -0.6020  0.5989  -0.07
H  -1.5514  0.3155  -2.2984  0.01
H  0.9952  0.3004  2.2343  0.17
H  -2.6518  1.5510  -1.5398  -0.01
H  2.1174  -1.1937  -0.3226  0.09
H  2.6015  0.3647  0.4054  0.06
H  -0.4868  -1.9214  1.2913  0.07
H  -3.4045  -0.2003  -2.0198  -0.02
H  2.6240  -1.1782  1.4024  0.08

Output
Orbital gap (spin up / spin down) in eV: 7.757 / 7.856
Total charge: 0


(3)
Here is a molecular structure, C29H22IrNO3S6 from the OMol25 dataset. Energies are from ωB97M-V with the def2-TZVPD basis set.

Last column: Löwdin charge in e.
CARTESIAN COORDINATES (ANGSTROEM)
Ir  -0.3009  0.0196  0.0355  0.43
S  -2.3195  -1.0795  0.7778  0.52
S  2.3673  0.3610  -0.4288  0.74
S  3.7785  0.2544  1.2750  0.26
S  0.2934  -2.4979  -0.7996  0.87
S  -0.7301  0.8567  -2.1265  0.55
S  -0.6950  2.1411  0.8697  0.61
O  4.9387  0.9278  0.7512  -0.35
O  3.1030  0.9239  2.3631  -0.37
O  3.8742  -1.1844  1.3915  -0.38
N  0.7610  -1.3560  2.1269  0.09
C  -0.8430  2.5787  -1.8510  -0.67
C  2.5371  3.0425  0.0668  -0.11
C  0.7571  -3.6524  2.7879  -0.02
C  0.2859  -3.3155  4.0504  -0.06
C  -2.0970  -5.6013  0.1103  -0.11
C  1.4814  -2.9691  0.4872  -0.38
C  -1.0906  -4.7978  -0.3921  -0.12
C  -0.9569  4.5210  -0.4061  -0.14
C  -0.9355  3.4370  -2.9531  -0.13
C  2.5399  4.1728  -3.9900  -0.05
C  -1.0407  4.8028  -2.7850  -0.10
C  -3.1388  -5.0067  0.8161  -0.10
C  2.5587  3.7992  -2.6223  -0.17
C  2.6213  4.7750  -1.6009  -0.04
C  -1.1028  -3.4185  -0.1925  -0.54
C  0.2698  0.3596  3.6873  0.11
C  -3.1646  -3.6395  1.0021  -0.13
C  0.3685  -1.0033  3.3799  -0.36
C  2.6199  4.4015  -0.2899  -0.06
C  -2.1513  -2.8039  0.5044  -0.68
C  0.0973  -1.9890  4.3557  -0.02
C  -0.8429  3.1339  -0.5603  -0.66
C  2.4431  1.4710  -3.3257  -0.07
C  2.4851  2.0710  -0.8962  -0.50
C  0.9814  -2.6336  1.8626  -0.35
C  2.5039  2.4254  -2.2786  -0.18
C  2.4236  1.8616  -4.6329  -0.08
C  2.4690  3.2319  -4.9736  -0.10
C  -1.0567  5.3514  -1.5030  -0.11
H  -3.9794  -3.1801  1.5474  0.09
H  -0.2720  -5.2336  -0.9532  0.10
H  2.6617  5.1486  0.4930  0.11
H  2.4003  0.4212  -3.0711  0.08
H  -0.2445  -1.6790  5.3343  0.11
H  1.6810  -4.0363  0.3992  0.08
H  2.5140  2.7592  1.1102  0.09
H  -0.0675  0.6680  4.6666  0.07
H  2.3678  1.1153  -5.4154  0.10
H  0.0782  -4.0854  4.7831  0.10
H  -3.9395  -5.6152  1.2192  0.10
H  2.5740  5.2285  -4.2355  0.11
H  2.6583  5.8215  -1.8818  0.11
H  2.4483  3.5300  -6.0148  0.09
H  2.4002  -2.4176  0.2850  0.04
H  -1.1348  6.4229  -1.3670  0.09
H  -0.9514  4.9304  0.5967  0.10
H  -2.0748  -6.6713  -0.0509  0.09
H  -1.1035  5.4473  -3.6536  0.10
H  0.6049  1.1002  2.9801  0.00
H  -0.9104  3.0058  -3.9464  0.10
H  0.9313  -4.6821  2.5065  0.11

Output
Orbital gap (spin up / spin down) in eV: 6.085 / 5.708
2S+1: 6
Total charge: -1


(4)
Here is 5 unconnected molecules or ions with the total composition CH12NO5 at a distorted geometry from the OMol25 dataset. Energies are from ωB97M-V with the def2-TZVPD basis set.

Last column: Löwdin charge in e.
CARTESIAN COORDINATES (ANGSTROEM)
O  -2.2052  0.1422  0.3866  -0.19
O  3.8872  -0.3422  -0.2835  -0.10
O  1.1774  0.1085  0.3928  -0.21
O  -0.4870  -0.8819  1.9647  -0.36
O  0.6102  2.5478  -0.6239  -0.07
N  -1.2610  -1.1471  -1.3356  0.00
C  -2.4723  -0.5619  -0.8198  -0.38
H  -0.8051  -0.3283  2.6894  -0.04
H  3.9064  -1.2993  -0.4208  0.02
H  0.5278  -0.1786  1.2368  0.01
H  0.4346  2.1779  0.2376  0.00
H  0.4637  1.7972  -1.2031  0.02
H  -0.9940  -1.9165  -0.7230  0.06
H  -0.4912  -0.5048  -1.1241  0.04
H  -3.3293  -1.2224  -0.7067  0.09
H  -2.6903  0.4001  -1.3945  0.11
H  2.9262  -0.1788  -0.3839  -0.01
H  1.5652  0.8868  0.8182  0.02
H  -1.4643  -0.2422  1.0044  -0.01

Output
Orbital gap in eV: 8.840
Total charge: -1


(5)
Here is 2 unconnected molecules or ions with the total composition C2H7N2O2 from the OMol25 dataset. Energies are from ωB97M-V with the def2-TZVPD basis set.

Last column: Löwdin charge in e.
CARTESIAN COORDINATES (ANGSTROEM)
O  0.2780  1.0047  0.0653  0.09
O  -0.0350  -0.9747  1.0337  0.06
N  -0.9479  -0.8711  -1.7219  0.20
N  1.1066  0.6680  2.1672  0.21
C  0.4574  0.3227  1.0409  -0.61
C  -0.9148  0.0882  -2.5488  0.16
H  0.8680  0.2072  3.0299  0.13
H  -0.4310  1.0078  -2.2463  0.11
H  0.6613  -1.5897  1.3110  0.14
H  -1.3938  -1.7472  -1.9762  0.16
H  -0.5299  -0.7669  -0.7816  0.09
H  1.3696  1.6384  2.2356  0.13
H  -1.3675  -0.0253  -3.5263  0.13

Output
Orbital gap in eV: 10.078
Total charge: +1


(6)
Here is C2H2S2 in the gas phase at a distorted geometry from the OMol25 dataset. Energies are from ωB97M-V with the def2-TZVPD basis set.

Last column: Löwdin charge in e.
CARTESIAN COORDINATES (ANGSTROEM)
S  -0.4458  -0.7614  1.9811  0.70
S  0.3355  0.6862  -2.0164  0.70
C  0.6045  0.0675  -0.5272  -0.75
C  -0.3839  0.0717  0.5853  -0.78
H  -1.1922  0.7301  0.3254  0.02
H  1.6336  -0.3625  -0.1084  0.10

Output
Orbital gap in eV: 7.179
SMILES: S=CC=S
Total charge: 0


(7)
Here is C3H7N in the gas phase at a distorted geometry from the OMol25 dataset. Energies are from ωB97M-V with the def2-TZVPD basis set.

Last column: Löwdin charge in e.
CARTESIAN COORDINATES (ANGSTROEM)
N  0.2533  2.0359  0.3357  0.03
C  -0.2458  -1.6541  -0.3293  -0.15
C  -0.1848  -0.3501  0.3697  -0.20
C  0.3345  0.7504  -0.1768  -0.24
H  0.4001  -1.8091  -1.1929  0.07
H  -0.0775  -2.4803  0.3660  0.06
H  -0.3289  2.2390  1.1315  0.08
H  0.7970  0.7054  -1.1580  0.11
H  -0.6346  -0.3137  1.3552  0.09
H  -1.2455  -1.8388  -0.7506  0.07
H  0.9321  2.7156  0.0493  0.07

Output
Orbital gap in eV: 9.016
SMILES: C/C=C/N
Total charge: 0


(8)
Here is 2 unconnected molecules or ions with the total composition C2H4Cl3N2 at a distorted geometry from the OMol25 dataset. Energies are from ωB97M-V with the def2-TZVPD basis set.

Last column: Löwdin charge in e.
CARTESIAN COORDINATES (ANGSTROEM)
Cl  2.3776  1.7305  0.8409  0.71
Cl  2.0886  -1.1710  0.8011  0.76
Cl  2.4025  0.3123  -1.6445  0.66
N  -0.1274  0.5625  0.0517  0.05
N  -2.1813  -0.4899  -0.0523  0.17
C  1.9141  0.3105  0.0291  -1.58
C  -0.8098  -0.5509  -0.0495  -0.20
H  -0.4991  1.4342  -0.2297  0.10
H  -0.0669  -1.3775  -0.1725  0.10
H  -2.7308  -1.2374  0.3098  0.12
H  -2.3675  0.4768  0.1158  0.11

Output
Orbital gap in eV: 9.916
Total charge: +1


Quick rundown of relative energy (zero: lowest compared OMol25 entry of this formula, charge and spin), same order as above: 2.8734 6.2847 0.0000 0.8769 0.2740 0.6517 0.2208 1.6907 eV
Quick rundown of E, same order as above: -43675.3953 -17180.1862 -105915.2397 -12960.0871 -9256.4983 -23774.9628 -4713.9363 -42677.3674 eV